Below is an isolated molecule of C5H9NO8, with properties calculated with ωB97M-V/def2-TZVPD.

```
23
Properties=species:S:1:pos:R:3:mulliken_charge:R:1
C -0.630 -1.011 -1.518 -1.47
C -0.699 -0.349 -0.155 1.21
C 0.529 -0.703 0.778 -0.93
O 1.763 -0.301 0.270 -0.21
O 2.782 -0.816 1.217 -0.04
N 3.819 -1.249 0.443 0.30
O 4.602 -1.915 1.092 -0.37
C -0.888 1.176 -0.318 -0.17
C 0.295 1.979 -0.771 0.22
O 0.691 3.049 -0.311 -0.56
O -1.366 1.559 0.963 -0.24
O -1.550 2.980 0.995 -0.48
O -1.862 -0.666 0.600 -0.30
O -2.062 -2.134 0.536 -0.38
H 0.311 -0.730 -2.010 0.34
H -0.686 -2.098 -1.421 0.42
H -1.475 -0.635 -2.106 0.41
H 0.347 -0.227 1.751 0.40
H 0.500 -1.789 0.908 0.44
H -1.704 1.314 -1.053 0.40
H 0.799 1.507 -1.637 0.28
H -0.676 3.297 0.623 0.43
H -2.839 -2.237 1.123 0.33
```

For the total energy, the calculation gives -852.17177 Eh. As for the lowest unoccupied orbital energy: -0.357 eV. Its charge is 0. The calculation puts the frontier orbital gap at 9.573 eV. The SMILES is C[C@](COON=O)(OO)[C@H](C=O)OO.



Below is a structure of composition C5H9NOS, with properties calculated with ωB97M-V/def2-TZVPD.

```
17
Properties=species:S:1:pos:R:3:mulliken_charge:R:1
C 2.070 0.634 0.884 -1.10
C 0.944 0.606 -0.110 0.10
C 1.209 0.240 -1.516 -0.42
C -1.143 -0.473 -0.555 0.36
C -1.730 -0.938 0.829 -0.44
H 1.633 -0.174 1.878 0.18
H 2.308 1.690 1.612 0.27
H 3.253 0.258 0.353 0.23
H 0.273 1.352 0.152 0.45
H 2.017 -0.279 -1.991 0.29
H 0.799 0.920 -2.305 0.21
H -1.337 -0.087 1.437 0.28
H -1.540 -1.936 1.220 0.38
H -3.637 -0.273 -0.624 0.21
N 0.265 -0.557 -0.638 -0.21
O -1.787 -0.411 -1.525 -0.51
S -3.597 -0.573 0.899 -0.29
```

For the total energy, the calculation gives -723.92442 Eh. As for the lowest unoccupied orbital energy: 0.717 eV. Its charge is 0. The calculation puts the frontier orbital gap at 9.728 eV.



Which of these has the highest frontier orbital gap?
C5H9NOS